Entry 1:
Formula: C2Br2N2O2
Source: the Open Molecules 2025 dataset
Level of theory: ωB97M-V/def2-TZVPD

Cartesian coordinates (Å):
N  -1.82672  1.68687  -0.94706
C  -1.20866  0.93514  -0.34663
C  -0.21665  -0.08887  0.27366
Br  0.12607  0.47123  2.22142
Br  -1.20631  -1.85160  0.17407
N  1.10200  -0.36009  -0.34379
O  1.54278  -1.45108  -0.43824
O  1.68750  0.65839  -0.59343

Properties
Kohn-Sham gap   9.5 eV
SMILES   N#CC(Br)(Br)[N+](=O)[O-]
Energy above the lowest of the compared OMol25 structures with the same formula, charge and spin   43.5 kJ/mol
LUMO level   -0.0676 Eh

Entry 2:
Formula: C2Br3NO2
Source: the Open Molecules 2025 dataset
Level of theory: ωB97M-V/def2-TZVPD

Cartesian coordinates (Å):
N  -0.39141  1.11199  -0.92880
C  -0.44996  0.01002  -1.17262
Br  -0.49042  -1.69815  -1.67701
O  -2.64274  0.26964  0.60915
C  -1.68554  -0.13431  1.04845
O  -0.74095  -0.57201  1.54562
Br  3.79280  1.36625  -0.10371
Br  2.60821  -0.35343  0.67892

Properties
Kohn-Sham gap   9.0 eV
SMILES   N#CBr.O=C=O.BrBr
Energy above the lowest of the compared OMol25 structures with the same formula, charge and spin   0.0 kJ/mol
LUMO level   -0.0388 Eh

Entry 3:
Formula: C2Br4O2S2
Source: the Open Molecules 2025 dataset
Level of theory: ωB97M-V/def2-TZVPD

Cartesian coordinates (Å):
C  0.25520  0.66236  -0.99780
C  -0.48374  -0.80131  0.68590
O  -0.53054  1.77227  1.38982
O  2.20088  -0.83021  0.06861
S  -0.98627  0.91581  0.35626
S  0.96852  -1.09405  -0.61592
Br  1.49780  2.14096  -1.05207
Br  -1.07836  0.46248  -2.37815
Br  -1.84885  -1.97576  0.01899
Br  0.00536  -1.25256  2.52436

Properties
Kohn-Sham gap   9.1 eV
LUMO level   -0.0231 Eh

Entry 4:
Formula: C2Cl2N2
Source: the Open Molecules 2025 dataset
Level of theory: ωB97M-V/def2-TZVPD

Cartesian coordinates (Å):
N  2.65485  0.23153  0.06044
C  1.55864  -0.08394  0.01592
N  0.22235  -0.60365  -0.06734
C  -0.89437  -0.06571  -0.02482
Cl  -2.25688  -1.09575  0.02302
Cl  -1.28458  1.61751  -0.00722

Properties
Kohn-Sham gap   10.8 eV
SMILES   N#CN=C(Cl)Cl
Energy above the lowest of the compared OMol25 structures with the same formula, charge and spin   0.0 kJ/mol
LUMO level   -0.0160 Eh

Entry 5:
Formula: C2Cl3F3S
Source: the Open Molecules 2025 dataset
Level of theory: ωB97M-V/def2-TZVPD

Cartesian coordinates (Å):
C  0.94108  -0.31762  0.78058
C  -0.80241  1.10923  -0.80877
F  1.14623  0.74527  1.56812
F  1.83759  -0.34744  -0.26988
F  -0.79779  2.40857  -0.51543
S  0.71590  -1.85695  1.53275
Cl  -2.13609  0.23295  -0.24775
Cl  -0.24259  0.70806  -2.34495
Cl  -0.66193  -2.68208  0.30533

Properties
Kohn-Sham gap (alpha / beta)   7.6 / 8.3 eV
Energy above the lowest of the compared OMol25 structures with the same formula, charge and spin   300.0 kJ/mol
LUMO level (alpha / beta)   -0.0457 / -0.0310 Eh

Entry 6:
Formula: C2Cl3F6MgNO4S2
Source: the Open Molecules 2025 dataset
Level of theory: ωB97M-V/def2-TZVPD

Cartesian coordinates (Å):
Mg  -2.17997  0.01287  0.91141
C  0.11086  -1.84155  -1.87066
F  -0.62804  -2.66373  -1.14466
F  1.39799  -2.11693  -1.76893
F  -0.35707  -2.02430  -3.13177
S  -0.04766  0.03708  -1.36122
O  1.21719  0.60255  -1.86258
O  -1.24455  0.57497  -1.98931
N  -0.42753  -0.08530  0.36030
S  1.06061  -0.12245  0.95310
O  1.09689  -0.71769  2.29641
O  2.15137  -0.68844  0.17555
C  1.51412  1.82598  1.15060
F  0.79781  2.34596  2.16234
F  2.79421  2.05759  1.44835
F  1.25723  2.45973  -0.00769
Cl  -2.77162  2.25142  0.48670
Cl  -3.53252  -1.52149  -0.04571
Cl  -2.20932  -0.38626  3.23777

Properties
Kohn-Sham gap   7.9 eV
Charge   -2
Energy above the lowest of the compared OMol25 structures with the same formula, charge and spin   165.3 kJ/mol
LUMO level   0.1899 Eh

Entry 7:
Formula: C2Cl4NO2
Source: the Open Molecules 2025 dataset
Level of theory: ωB97M-V/def2-TZVPD

Cartesian coordinates (Å):
C  -1.11809  -0.25552  1.36052
C  0.63178  0.76040  -1.13543
N  -0.32914  -1.10438  0.31251
O  -2.10239  -1.01495  1.60111
O  -0.74498  0.80498  1.69839
Cl  1.32941  2.15656  -0.35726
Cl  1.91111  -0.34973  -1.76120
Cl  -0.50589  1.04978  -2.42178
Cl  0.92819  -2.04714  0.70313

Properties
Kohn-Sham gap (alpha / beta)   7.7 / 6.9 eV
Charge   -1
Energy above the lowest of the compared OMol25 structures with the same formula, charge and spin   351.5 kJ/mol
LUMO level (alpha / beta)   0.1144 / 0.0899 Eh

Entry 8:
Formula: C2ClF3
Source: the Open Molecules 2025 dataset
Level of theory: ωB97M-V/def2-TZVPD

Cartesian coordinates (Å):
F  -1.32185  -0.61549  0.86647
C  -0.45953  -0.22029  -0.02461
F  -0.90507  -0.75374  -1.14346
C  0.70511  0.38388  0.05927
F  1.64148  0.81779  -0.70580
Cl  0.91660  0.84566  2.13382

Properties
Kohn-Sham gap   9.9 eV
SMILES   FC(F)=C(F)Cl
Energy above the lowest of the compared OMol25 structures with the same formula, charge and spin   156.1 kJ/mol
LUMO level   -0.0234 Eh

Entry 9:
Formula: C2ClF4O2S
Source: the Open Molecules 2025 dataset
Level of theory: ωB97M-V/def2-TZVPD

Cartesian coordinates (Å):
C  -0.77798  0.61621  -0.17858
C  -0.09124  -0.64152  0.24081
O  1.86341  0.42708  -1.18191
O  2.39292  -1.63164  0.09638
F  -0.21588  1.82846  0.16231
F  -0.93441  0.63756  -1.52450
F  -1.96898  0.77344  0.42472
F  -0.19206  -0.64478  1.67798
S  1.71030  -0.36805  0.10136
Cl  -1.97318  -1.94697  -0.30868

Properties
Kohn-Sham gap (alpha / beta)   7.0 / 7.0 eV
Charge   -1
Energy above the lowest of the compared OMol25 structures with the same formula, charge and spin   183.6 kJ/mol
LUMO level (alpha / beta)   0.0689 / 0.0690 Eh

Entry 10:
Formula: C2ClFNO3S
Source: the Open Molecules 2025 dataset
Level of theory: ωB97M-V/def2-TZVPD

Cartesian coordinates (Å):
N  1.35267  1.73005  0.87648
C  1.10893  0.84319  0.17378
C  0.55883  -0.32791  -0.44809
F  0.63780  -0.28664  -1.77693
Cl  1.75047  -1.79867  0.26122
S  -1.25486  -0.50479  0.25530
O  -1.94752  0.28268  -0.75236
O  -1.24258  0.03254  1.57846
O  -1.43883  -1.87519  -0.00986

Properties
Kohn-Sham gap   9.2 eV
Charge   -1
SMILES   N#C[C@@](F)(Cl)S(=O)(=O)[O-]
Energy above the lowest of the compared OMol25 structures with the same formula, charge and spin   52.0 kJ/mol
LUMO level   0.1185 Eh

Entry 11:
Formula: C2ClN2P
Source: the Open Molecules 2025 dataset
Level of theory: ωB97M-V/def2-TZVPD

Cartesian coordinates (Å):
C  -1.29025  -0.41257  -0.22328
C  1.27295  0.35992  -0.09795
N  -1.91725  -1.34450  -0.03322
N  1.78158  -0.50196  0.45655
P  0.21496  1.62924  -0.71838
Cl  0.10558  2.66769  0.84785

Properties
Kohn-Sham gap (alpha / beta)   8.3 / 8.3 eV
Energy above the lowest of the compared OMol25 structures with the same formula, charge and spin   234.6 kJ/mol
LUMO level (alpha / beta)   -0.1035 / -0.1035 Eh

Entry 12:
Formula: C2ClN3O
Source: the Open Molecules 2025 dataset
Level of theory: ωB97M-V/def2-TZVPD

Cartesian coordinates (Å):
C  -2.07625  0.13205  -0.47612
C  1.53554  -0.66883  0.13300
N  -1.10633  0.55658  -0.01104
N  1.05404  0.41704  0.18489
N  -0.04628  1.18094  0.15337
O  2.29399  -1.51986  -0.01311
Cl  -3.45771  -0.56626  0.13943

Properties
Kohn-Sham gap   8.2 eV
Energy above the lowest of the compared OMol25 structures with the same formula, charge and spin   179.4 kJ/mol
LUMO level   -0.0224 Eh